Molecular formula: C26H51Cl3FeN2O6PSi
Method: DFT, wB97M-V/def2-TZVPD

Calculated values
**Largest force on an atom**: 3.277 eV Å⁻¹
**Multiplicity**: 6
**Net charge**: 0
**LUMO (alpha / beta)**: -1.6 / -3.0 eV
**DFT total energy**: -4857.3264 Eh
**Kohn-Sham gap (alpha / beta)**: 6.0 / 4.6 eV

```
91
Properties=species:S:1:pos:R:3:forces:R:3
C 1.658221 -1.457457 -5.617195 -0.60 -0.33 0.23
C 1.152044 -0.202885 -4.992650 -1.13 1.31 0.65
H 1.751641 -1.389202 -6.696915 -0.07 0.03 -0.09
H 0.999799 -2.290403 -5.363580 0.01 -0.20 -0.10
H 2.629186 -1.688909 -5.200088 0.35 -0.10 0.13
C 0.476016 0.730065 -5.697468 0.45 -0.33 0.41
C -0.143368 0.462215 -7.029246 0.00 -0.02 -0.86
H 0.336556 1.763469 -5.361385 -0.17 -0.66 0.53
H -0.796154 -0.429196 -7.014163 0.26 0.33 0.04
H 0.595144 0.298988 -7.829656 -0.16 0.05 0.10
H -0.757095 1.324834 -7.321484 0.11 -0.29 -0.06
Fe 2.976068 -1.241779 1.766472 -1.55 0.60 1.53
Cl 4.129323 -0.503575 3.444971 -0.26 -0.05 -0.22
Cl 0.845485 -1.591818 1.982010 1.06 -0.06 -0.45
C 0.404371 2.322965 0.837350 -0.64 -0.44 -0.50
O -0.309241 1.472140 0.317334 1.09 0.77 0.67
N -0.080397 3.447249 1.454386 -0.29 0.36 -0.54
C -1.506477 3.761180 1.226728 0.56 -0.18 0.30
C 0.803662 4.605351 1.633708 0.13 -0.60 -0.10
H 1.528101 2.273580 0.833791 -0.58 -0.06 0.12
H -2.088923 2.849771 1.381581 0.02 0.20 -0.11
H -1.668628 4.149687 0.210010 0.01 -0.14 0.16
H -1.791722 4.530382 1.952443 -0.06 -0.19 -0.13
H 1.699250 4.273190 2.186544 -0.30 0.34 -0.16
H 0.251712 5.357149 2.209514 0.34 -0.16 -0.06
H 1.120021 5.033817 0.664222 -0.16 -0.05 0.39
H -2.018214 -0.960185 -2.805886 -0.01 0.33 0.18
H -2.979202 0.932233 -3.982928 -0.08 0.08 0.19
C -2.465882 -0.667941 -1.850177 0.21 0.03 0.37
C -3.612164 1.142789 -3.113621 0.07 -0.15 0.20
N -2.949174 0.707587 -1.890686 -0.85 -0.12 0.36
H -1.692325 -0.697845 -1.074930 -0.13 -0.22 -0.21
C -3.387668 1.263032 -0.708461 0.49 -1.07 0.52
O -3.232064 0.760903 0.404544 -0.35 0.71 -1.39
H -3.767658 2.215718 -3.036528 -0.11 0.11 -0.20
H -3.920738 2.220192 -0.878799 0.20 -0.08 0.18
H -3.270452 -1.387829 -1.612409 0.15 0.29 0.03
H -4.584786 0.643535 -3.251620 0.20 0.09 -0.05
O 0.767743 -1.127411 -2.752952 -1.06 -1.12 0.35
C 1.334816 -0.113603 -3.449945 2.95 1.34 0.47
C -0.078995 1.956588 -2.811428 -0.85 0.19 -0.14
C 1.165414 1.370893 -2.878819 0.86 -1.02 -0.21
H -0.930076 1.297276 -3.057567 0.44 0.76 0.16
C -0.243688 3.302367 -2.443829 -0.21 -0.59 0.02
H 2.426092 -0.290794 -3.287223 0.14 0.48 -0.38
C 2.275691 2.118168 -2.429267 -0.49 0.49 -0.07
H -1.263351 3.711154 -2.395927 0.55 -0.04 -0.07
C 0.869060 4.061965 -2.075511 -0.62 0.39 0.23
C 2.120555 3.465483 -2.029919 0.41 -0.76 0.16
H 3.268439 1.673284 -2.382289 -0.18 -0.04 -0.12
H 0.736971 5.114038 -1.761374 0.11 -0.67 -0.25
H 2.972936 4.024402 -1.611742 -0.37 -0.30 -0.43
Si 1.226258 -3.752918 -1.527754 -1.01 -1.39 0.11
Cl 4.156504 -2.078354 0.302496 0.69 -0.71 -1.29
C -0.494950 -3.469108 -2.148344 0.27 0.38 -0.84
C 1.021145 -4.696472 0.147474 0.40 1.08 0.08
C 2.519868 -4.772318 -2.479994 0.06 0.43 -0.11
H -0.445703 -2.720141 -2.967213 -0.08 -0.29 0.53
H -1.159549 -3.095733 -1.364208 0.19 -0.12 -0.03
H -0.882819 -4.408842 -2.560227 0.07 -0.08 0.19
H 2.068587 -5.122794 -3.415995 0.08 0.23 0.03
H 2.835721 -5.666678 -1.913297 -0.36 0.52 0.07
H 3.436003 -4.222146 -2.720757 -0.21 0.01 -0.09
H 0.534904 -4.039720 0.880491 0.12 -0.30 -0.07
H 1.942533 -5.104104 0.580714 -0.09 0.28 -0.14
H 0.350358 -5.552147 -0.025991 0.06 0.31 -0.38
C 0.523429 2.718956 4.982366 0.10 0.16 0.12
C 1.256622 1.461083 4.556003 -0.13 -0.58 -0.28
O 0.360886 0.476810 3.960572 0.42 -0.25 0.09
P -1.034348 0.015312 4.713356 -1.50 1.11 -0.25
O -0.468425 -0.414962 6.154612 0.79 -1.21 0.03
C 0.487448 -1.533904 6.258547 -0.61 0.67 -0.22
C 0.959513 -1.513449 7.677637 0.22 -0.21 0.21
O -1.407517 -1.443302 4.069581 1.02 -0.14 -0.02
C -2.597941 -1.814155 3.331189 0.14 0.63 0.12
C -2.555971 -3.322862 3.112704 0.04 -0.04 0.01
H -0.059318 3.110488 4.130310 0.16 -0.13 0.46
H 1.264469 3.472297 5.297349 -0.26 -0.17 -0.12
H -0.130633 2.509833 5.846374 0.15 0.17 -0.45
H 2.016953 1.673526 3.775387 -0.52 -0.09 0.35
H 1.799369 0.997468 5.402477 -0.31 0.16 -0.28
H -0.037760 -2.469519 6.033056 0.07 0.24 -0.08
H 1.292486 -1.384509 5.522738 -0.19 -0.06 0.21
H 1.488347 -0.585048 7.902840 -0.04 -0.08 0.03
H 0.094449 -1.605215 8.339634 0.17 0.03 0.01
H 1.628245 -2.360723 7.845098 0.03 0.07 0.14
H -3.476512 -1.536332 3.941035 0.28 -0.05 -0.33
H -2.614507 -1.249259 2.376127 -0.11 -0.34 0.48
H -2.360145 -3.850308 4.069931 -0.15 0.33 -0.55
H -3.533163 -3.655357 2.713891 0.48 0.09 0.14
H -1.760748 -3.592190 2.391816 -0.37 0.10 0.36
```
Positions in Å, forces in eV/Å.